# 1
56
Properties=species:S:1:pos:R:3:forces:R:3:lowdin_charge:R:1 method="wB97M-V/def2-TZVPD" lumo_ev=-9.18 total_charge=+2 homo_energy_ev=-13.8
Pb -3.92676 1.23075 -1.67966 1.0 -0.1 1.5 1.640
Pb -1.29275 -1.21060 -3.09653 0.3 -0.6 1.4 1.626
O -4.07719 -1.17144 -0.72442 0.3 1.1 -0.5 -0.097
C -3.65691 -2.18701 -0.16982 -0.9 -0.5 -1.0 -0.364
O -4.38712 -3.06398 0.38605 0.3 0.5 0.3 0.328
B -3.49770 -4.10277 1.01520 -0.4 -2.5 1.3 -0.850
O -2.13157 -3.71837 0.52280 0.9 0.4 -0.6 0.323
C -2.19961 -2.69744 -0.21337 -0.2 0.6 1.3 -0.375
O -1.26623 -2.08650 -0.73376 0.3 0.0 -1.6 -0.072
O -3.75194 -5.45087 0.55699 -0.4 0.9 -0.5 0.234
C -4.07636 -6.22468 1.61321 0.8 -0.3 0.4 -0.356
O -4.32510 -7.37768 1.58237 -0.3 -0.1 -0.1 0.222
C -3.84068 -5.36967 2.87576 -0.4 0.0 -0.1 -0.348
O -3.53530 -4.11813 2.44846 0.0 0.7 -0.5 0.240
O -3.89682 -5.72136 3.99789 0.0 0.0 0.3 0.228
C -0.72434 1.05380 -0.61364 0.2 -0.5 0.8 -0.187
O -1.67216 0.64679 -1.60507 -1.0 0.2 -1.3 -0.784
H -1.22197 1.54648 0.22273 0.0 0.0 -0.1 0.055
H -0.25967 0.14921 -0.21119 0.0 0.1 0.1 0.074
H 0.07296 1.70644 -0.97100 -0.3 0.1 -0.4 0.065
C 2.43718 -2.03400 -0.37384 1.0 -0.3 0.5 -0.103
C 2.38225 -3.55208 -0.33162 -1.0 -0.6 -0.6 -0.211
C 2.28036 -4.17397 -1.75125 0.1 1.0 -0.3 -0.122
C 1.20908 -3.55942 -2.52719 0.1 -0.7 0.4 -0.146
N 0.39181 -3.06607 -3.16462 -0.6 1.0 0.0 0.043
H 2.63227 -1.67519 0.63712 -0.1 0.2 0.0 0.092
H 1.52718 -1.56238 -0.74449 -0.1 -0.1 0.0 0.038
H 3.29598 -1.72836 -0.97741 -0.1 0.2 -0.1 0.087
H 1.50976 -3.88952 0.23208 0.0 0.0 0.1 0.116
H 3.23648 -4.05531 0.11578 0.2 0.5 0.2 0.127
H 2.17785 -5.25662 -1.74261 0.0 0.0 -0.1 0.143
H 3.15084 -3.86073 -2.34186 0.3 -0.5 0.2 0.144
C 3.15962 4.41584 -0.65590 -0.6 0.1 1.2 -0.098
C 2.44113 3.07854 -0.85553 0.0 0.7 -0.9 -0.274
C 3.37924 1.91455 -1.23709 0.1 0.1 0.2 -0.173
C 4.73302 2.09957 -0.70493 -0.5 -0.4 -0.2 -0.242
N 5.79931 2.20608 -0.30932 0.5 0.1 0.3 0.179
H 3.84704 4.39632 0.19110 0.4 -0.3 -0.4 0.081
H 2.43263 5.14706 -0.28552 -0.1 0.1 -0.5 0.068
H 3.63301 4.77587 -1.56364 0.1 0.0 0.1 0.092
H 1.78171 3.27929 -1.70980 -0.2 -0.4 0.0 0.096
H 1.78189 2.85895 -0.01503 0.3 -0.2 0.2 0.073
H 3.47388 1.82638 -2.32060 0.0 0.1 0.0 0.120
H 3.01931 0.94579 -0.88350 -0.1 0.0 0.1 0.089
C -0.36640 3.33302 2.48421 0.0 0.0 1.3 -0.099
C -0.75282 4.71107 1.98481 1.2 0.3 -0.2 -0.227
C -1.19219 4.71766 0.52294 -1.0 0.5 -0.3 -0.147
C -2.41156 3.93342 0.29916 0.2 -0.1 0.0 -0.178
N -3.36665 3.32711 0.09090 -0.1 -1.0 -0.7 0.091
H -1.17246 2.59634 2.45313 0.1 0.0 -0.3 0.072
H -0.11755 3.42514 3.54649 -0.2 0.0 0.0 0.091
H 0.57008 2.94566 2.08019 -0.2 0.0 -0.6 0.069
H 0.15184 5.32120 2.06822 0.0 0.1 -0.3 0.122
H -1.44148 5.25987 2.62485 -0.4 -0.4 -0.1 0.127
H -0.45756 4.35646 -0.20046 0.2 -0.1 0.3 0.116
H -1.48890 5.70950 0.16219 0.3 0.1 0.2 0.142

=====

# 2
58
Properties=species:S:1:pos:R:3:forces:R:3:lowdin_charge:R:1 method="wB97M-V/def2-TZVPD" lumo_ev="-4.63 / -4.63" total_charge=+1 homo_energy_ev="-10.9 / -10.9"
Pb 8.77868 -11.25809 13.37450 0.5 0.0 0.6 1.442
O 5.01390 -13.77460 15.33171 -1.4 -0.5 0.0 0.121
C 5.97017 -13.01132 14.85324 0.1 0.8 -0.3 -0.510
O 6.04101 -12.69329 13.68306 0.7 0.2 0.9 0.048
C 6.86109 -12.58340 16.00315 0.7 0.6 -0.4 -0.188
C 6.55567 -12.86567 17.31712 0.6 0.2 0.9 0.010
C 7.44438 -12.55856 18.36308 1.1 0.5 -1.2 0.026
C 8.66064 -11.90966 17.98980 -1.9 -1.7 1.0 0.053
C 8.85273 -11.65559 16.64187 0.0 0.6 1.2 -0.252
N 7.97904 -11.90291 15.70212 -1.2 -1.1 -0.9 0.068
C 10.05193 -10.89057 16.25558 2.5 1.7 -0.5 -0.589
O 11.03226 -10.82333 17.01676 -1.7 -0.3 -1.2 0.051
O 9.93307 -10.24713 15.11334 0.0 -1.0 0.4 -0.242
H 4.28342 -13.84373 14.68084 0.6 -0.2 0.2 0.165
H 5.62397 -13.28348 17.57680 -0.9 -0.7 0.0 0.110
H 7.20031 -12.87894 19.38720 0.2 0.5 -0.5 0.126
H 9.41999 -11.67841 18.72115 0.1 0.2 -0.2 0.128
Cl 12.76062 -13.40437 15.33534 0.2 0.0 0.6 0.812
C 11.52991 -14.10647 16.27059 -0.7 -0.3 -2.4 -0.595
C 11.64616 -14.35299 17.58405 0.6 -0.5 1.6 -0.093
C 10.70981 -15.16071 18.19987 -0.6 -1.0 0.2 0.034
C 9.60605 -15.68185 17.45657 0.1 -0.3 1.8 -0.081
C 9.40405 -15.30400 16.19806 -2.0 -0.4 -1.1 -0.605
Cl 7.95609 -15.69230 15.31365 0.5 -0.2 0.4 0.793
C 10.30722 -14.48177 15.57083 2.2 4.2 -3.6 -0.483
N 10.11110 -13.65946 14.52148 -0.8 -1.6 1.6 0.105
H 12.56239 -14.05616 18.02652 0.5 0.3 0.9 0.114
H 10.82733 -15.50263 19.25725 0.0 0.5 -1.0 0.144
H 8.83281 -16.31352 17.84514 0.1 -0.3 0.8 0.112
S 5.56200 -5.05833 14.00690 -0.4 0.0 -0.4 1.038
C 6.04483 -6.74665 13.80965 -0.7 0.9 -0.8 -0.488
C 6.57663 -7.30810 14.94687 1.0 -1.7 -0.9 -0.082
C 7.23741 -8.52330 14.78800 0.4 0.1 0.4 -0.106
N 7.35395 -9.15263 13.61225 0.4 -0.5 0.7 -0.079
C 6.74333 -8.63659 12.55239 0.0 -0.4 -1.1 -0.153
C 6.04512 -7.46383 12.59535 0.1 0.5 0.6 -0.040
C 4.43563 -4.73070 12.63363 1.5 -0.2 0.5 -0.539
C 3.13445 -5.12391 12.71586 -1.0 -0.7 0.6 -0.092
C 2.30022 -4.84895 11.64120 -1.1 0.2 0.2 -0.148
N 2.65612 -4.15683 10.57703 1.5 0.6 -0.2 0.070
C 3.95096 -3.73773 10.52419 -0.7 -1.0 0.3 -0.105
C 4.89259 -4.05359 11.51734 0.6 1.0 -1.1 -0.084
H 6.61975 -6.84413 15.89439 -0.2 0.6 0.7 0.102
H 7.78934 -8.95585 15.63899 -0.4 0.1 -0.6 0.115
H 6.85973 -9.14157 11.56418 -0.1 0.2 1.0 0.131
H 5.61983 -7.10624 11.67684 -0.2 0.4 0.0 0.113
H 2.75742 -5.65589 13.60263 0.2 0.3 -0.5 0.121
H 1.23826 -5.12385 11.67171 0.5 -0.1 0.1 0.118
H 4.21711 -3.21841 9.61235 0.1 0.1 0.1 0.107
H 5.96218 -3.72763 11.39274 -1.3 -0.4 0.3 0.128
S 12.15147 -8.45163 10.61993 0.1 0.2 0.9 1.044
C 12.60320 -8.43002 12.29058 -0.1 0.3 -1.3 -0.361
C 11.90069 -9.32150 12.98097 -0.4 -0.4 -0.5 -0.244
N 11.00442 -10.04000 12.24330 -1.2 -0.5 0.2 -0.118
C 10.99528 -9.65048 11.01121 0.9 0.3 -1.1 -0.499
H 13.29070 -7.76577 12.71538 1.0 0.8 0.2 0.062
H 11.98877 -9.49239 14.00904 0.0 -0.3 1.3 0.092
H 10.47723 -10.05636 10.15608 -0.5 -0.4 0.4 0.074

=====

# 3
13
Properties=species:S:1:pos:R:3:forces:R:3:lowdin_charge:R:1 method="wB97M-V/def2-TZVPD" lumo_ev=-4.99 total_charge=+1 smiles="CC=C=[NH+]C" homo_energy_ev=-15.6
C 2.27016 0.20831 0.22718 0.4 2.5 1.1 -0.069
C 1.28723 -0.78814 -0.20332 -3.2 0.7 0.8 -0.060
C -0.00962 -0.62448 0.04528 -2.1 0.6 0.3 0.146
N -1.28456 -0.37803 0.36825 5.1 -0.2 -2.2 0.077
C -2.34762 0.19740 -0.41175 0.5 2.3 -1.5 -0.018
H 2.91380 0.52419 -0.60541 -0.5 0.2 0.0 0.100
H 1.76194 1.13466 0.76365 1.4 -2.0 -1.1 0.143
H 3.01997 -0.28800 0.86668 -0.6 0.2 0.3 0.106
H 1.65423 -1.64899 -0.69223 0.0 -1.2 -0.4 0.129
H -1.50419 -0.38016 1.32167 -0.2 -0.8 1.9 0.150
H -3.10219 -0.46710 -0.60838 -1.6 -2.1 -0.3 0.077
H -2.82043 1.02257 0.06291 -0.2 0.5 1.4 0.100
H -2.12540 0.70545 -1.34940 1.1 -0.7 -0.2 0.119

=====

# 4
14
Properties=species:S:1:pos:R:3:forces:R:3:lowdin_charge:R:1 method="wB97M-V/def2-TZVPD" lumo_ev=1.05 homo_energy_ev=-8.2
C -2.10688 -0.79532 -0.02614 3.3 -0.7 0.9 0.049
N -0.28720 -0.75876 0.38482 -7.0 -2.2 -0.9 0.020
C 0.09593 0.42391 0.02510 6.9 1.3 0.9 -0.400
C 1.98086 0.07837 0.22450 -2.5 1.8 -0.8 -0.128
C -0.28105 1.68533 -0.08521 -0.3 -0.1 -0.3 -0.013
N 2.48071 -0.93622 -0.29738 -0.4 -0.3 -0.4 0.042
H 0.13953 -1.51629 -0.13980 0.1 0.0 0.0 0.082
H 3.50126 -1.02437 -0.28316 -0.3 0.2 0.4 0.053
H 2.50375 0.89572 0.74262 0.0 -0.1 -0.1 0.081
H -2.32230 -1.83632 0.18288 -0.3 0.1 0.0 0.038
H -2.26763 -0.53140 -1.07018 0.3 0.1 0.1 0.052
H -2.57992 -0.10968 0.66952 0.2 -0.1 0.0 0.045
H -1.31780 1.95891 -0.19149 -0.2 0.1 0.1 0.038
H 0.46074 2.46613 -0.13608 0.1 0.0 -0.1 0.041

=====

The evaluated energy above the lowest of the compared OMol25 structures with the same formula, charge and spin for the records listed, in turn: 0.00; 110.98; 134.94; 408.91 kJ/mol.